10
Properties=species:S:1:pos:R:3:forces:R:3 method="wB97M-V/def2-TZVPD" energy_ha=-664.16013 orbital_gap_ev=6.6452 charge=-1 e_above_lowest_ev=1.454 e_lumo_ev=3.48
I 1.16844 1.89946 -0.92933 0.1 0.2 -0.2
F 1.32510 -1.09063 -1.17322 -0.6 0.2 0.2
O 0.77230 -0.82347 2.80616 0.8 -3.0 1.2
O 0.33435 1.31044 2.18979 -0.6 3.4 -0.4
C 0.58244 0.23869 2.44889 -0.2 -0.5 -0.6
C -0.96299 -0.33564 -1.12371 2.3 0.2 1.2
C 0.45090 -0.30886 -0.35904 -0.7 0.1 -1.1
H -1.07523 -1.43309 -1.23012 -1.1 0.7 0.4
H -1.01671 0.16206 -2.06201 0.6 -0.1 -1.4
H -1.57861 0.38105 -0.56740 -0.6 -1.2 0.7

9
Properties=species:S:1:pos:R:3:forces:R:3 method="wB97M-V/def2-TZVPD" energy_ha=-890.90455 orbital_gap_ev=10.1191 charge=+1 e_lumo_ev=-3.96
K 2.10381 1.32379 1.52452 -0.1 0.1 0.1
F -0.43768 1.19417 0.91409 0.6 0.2 -0.3
O 2.50400 -0.05207 -2.17193 -0.5 0.5 0.5
C 2.05027 0.55160 -1.33742 0.5 -0.6 -0.7
C -1.06067 -0.98110 0.36808 1.5 -0.2 -1.2
C -1.13485 0.31877 0.11768 -2.9 -0.6 2.0
H -1.64375 -1.65856 -0.25433 -0.1 0.2 0.4
H -0.22060 -1.39566 0.92875 -0.3 -0.1 0.0
H -2.16054 0.69906 -0.08943 1.2 0.4 -0.9

9
Properties=species:S:1:pos:R:3:forces:R:3 method="wB97M-V/def2-TZVPD" energy_ha=-325.31802 orbital_gap_ev=10.5518 e_above_lowest_ev=4.724 e_lumo_ev=-0.09
F 2.21635 -2.02589 0.39690 -1.2 0.5 -0.2
N 2.71715 -0.78086 0.15359 4.8 -1.6 0.5
N 2.48266 2.62969 -0.35618 0.3 1.2 -0.4
C 1.99664 0.17780 0.00062 -7.1 -1.0 -1.1
C 0.02167 -0.21485 -0.09645 3.7 -0.4 -1.9
C 2.39611 1.49556 -0.28199 -0.2 -0.6 0.6
H -0.23718 0.76732 -0.31789 -0.9 1.5 -0.3
H -0.29213 -0.97020 -0.88110 1.0 1.0 0.9
H -0.19253 -0.51913 0.86775 -0.4 -0.5 1.8

11
Properties=species:S:1:pos:R:3:forces:R:3 method="wB97M-V/def2-TZVPD" energy_ha=-475.77875 orbital_gap_ev=9.6824 e_above_lowest_ev=6.270 e_lumo_ev=0.46
F 2.47445 0.23051 -0.13505 0.9 0.3 0.1
O -0.63554 -1.46517 0.02822 2.8 0.5 -1.1
O -2.32467 -0.01325 -0.13755 0.9 1.5 1.3
N -0.98118 -0.13171 -0.48745 -1.8 -2.2 0.2
N -0.25818 1.98270 0.01330 2.9 1.0 0.3
C 1.23425 -0.18417 -0.10691 -2.2 0.4 -0.9
C 0.79003 -1.45317 -0.06307 -3.4 5.0 0.5
C 0.05967 0.80137 -0.23702 -2.1 -4.5 1.1
H -2.46956 0.31564 0.82934 1.0 -0.6 -2.0
H 1.36547 -2.25466 0.06648 1.6 -3.5 0.4
H 0.74525 2.17192 0.22973 -0.6 2.2 0.1

11
Properties=species:S:1:pos:R:3:forces:R:3 method="wB97M-V/def2-TZVPD" energy_ha=-475.78354 orbital_gap_ev=9.8887 e_above_lowest_ev=6.139 e_lumo_ev=0.47
F 1.72997 -1.15361 -1.26790 0.6 0.0 -1.6
O -1.33056 0.88135 1.47664 -0.5 -1.6 0.6
O -0.85461 1.21703 -0.78222 -1.0 1.3 2.4
N 0.11250 -1.11811 1.33440 1.9 -1.2 1.1
N -0.31622 1.02454 0.54745 -0.9 -2.1 2.7
C 0.40591 -0.27601 0.45358 -2.0 1.5 -1.6
C 0.84336 -0.23430 -0.95963 0.3 -0.4 4.0
C 0.09891 0.71932 -1.48899 0.6 -0.6 -5.9
H 0.72928 -1.95483 1.38345 -0.9 0.6 -0.4
H -0.01593 1.06437 -2.54402 0.7 -0.6 0.8
H -1.40260 -0.16976 1.84723 1.1 3.2 -2.0

12
Properties=species:S:1:pos:R:3:forces:R:3 method="wB97M-V/def2-TZVPD" energy_ha=-571.63301 orbital_gap_ev=8.5589 charge=-1 e_above_lowest_ev=1.425 e_lumo_ev=3.93 smiles="C[C@](F)(C(=O)[O-])[N+](=O)[O-]"
F 0.51043 0.23278 -1.66445 0.0 0.1 0.2
O 0.32873 1.65647 1.32624 0.1 -0.5 0.2
O 0.15382 -1.83063 1.06450 -1.1 -2.1 2.2
O 1.96442 1.57405 -0.06734 0.0 -0.3 -0.1
O 1.82803 -1.78570 -0.45187 2.3 -1.3 -1.4
N 0.89149 1.15181 0.34994 0.5 2.3 0.9
C -1.53505 0.11765 -0.09490 4.8 2.8 0.0
C 0.26685 0.09851 -0.31087 -4.2 -2.0 -1.3
C 0.88001 -1.49580 0.18379 -1.4 3.4 -0.1
H -1.75577 1.28667 -0.14654 -0.1 -2.9 0.5
H -1.80312 -0.45629 -0.91855 -0.7 -0.4 -2.0
H -1.72985 -0.54951 0.73004 -0.1 0.9 0.9

9
Properties=species:S:1:pos:R:3:forces:R:3 method="wB97M-V/def2-TZVPD" energy_ha=-366.23318 orbital_gap_ev=8.2819 e_above_lowest_ev=5.848 e_lumo_ev=-0.98 smiles="C=C=C=O.OF"
F -3.77514 -0.74990 -0.26985 -0.7 -0.1 -0.3
O -1.37386 2.56552 -0.11179 0.3 0.1 0.2
O -2.56189 -0.38424 0.30705 0.7 0.1 0.4
C -0.55756 1.72397 -0.17759 -0.8 0.5 -0.1
C 0.08082 0.64060 -0.37191 0.9 -0.6 0.0
C 1.02828 -0.26648 -0.27424 -0.1 0.2 0.0
H 1.95447 -0.09884 0.26466 0.0 0.1 0.0
H -2.65624 0.58338 0.36334 -0.3 -0.1 -0.2
H 0.90512 -1.23441 -0.73868 0.0 -0.2 -0.1

9
Properties=species:S:1:pos:R:3:forces:R:3 method="wB97M-V/def2-TZVPD" energy_ha=-366.28406 orbital_gap_ev=9.8177 e_above_lowest_ev=4.464 e_lumo_ev=0.30 smiles="OC#CF.C=O"
F -0.19306 0.45111 -2.87043 -0.4 -1.2 -1.0
O 0.78117 3.28054 -0.58785 0.3 0.9 0.6
O 1.16797 -2.48805 -1.53923 0.0 0.8 1.5
C 0.12378 1.45660 -2.17809 0.8 2.4 2.6
C 0.93610 -1.85069 -0.54111 -2.2 0.8 0.9
C 0.40742 2.27113 -1.32556 -0.2 -1.4 -2.3
H -0.05359 -1.92918 0.14026 1.5 -0.7 -1.5
H 1.32003 3.94749 -1.05862 -0.4 -0.7 0.0
H 1.45444 -0.93960 -0.11050 0.7 -0.9 -0.9

9
Properties=species:S:1:pos:R:3:forces:R:3 method="wB97M-V/def2-TZVPD" energy_ha=-366.40772 orbital_gap_ev=11.4837 e_above_lowest_ev=1.098 e_lumo_ev=0.73 smiles="O=C1OC[C@H]1F"
F 0.44640 -1.46479 -1.11752 0.2 0.5 -0.3
O -0.93163 0.73560 0.70704 -0.2 0.0 1.8
O -1.34168 1.23180 -1.47298 -0.5 0.3 -0.3
C 0.10916 -0.24189 1.01133 3.0 -0.1 -0.7
C 0.49073 -0.22113 -0.54405 -3.1 -1.3 2.1
C -0.75684 0.67681 -0.61357 0.3 -0.8 -1.0
H 1.04430 0.17337 1.68021 -2.9 -1.0 -1.2
H -0.29032 -1.28674 1.25359 0.5 1.8 0.1
H 1.22988 0.39698 -0.90406 2.6 0.7 -0.5

10
Properties=species:S:1:pos:R:3:forces:R:3 method="wB97M-V/def2-TZVPD" multiplicity=8 s_squared=15.755 energy_ha=-1024.03033 orbital_gap_ev="6.5053 / 9.0180" charge=+1 e_above_lowest_ev=0.000 e_lumo_ev="-3.53 / -4.29"
Sm 3.33637 1.90882 -0.95072 -0.3 -0.2 0.0
F 1.18537 0.20258 -0.83211 0.9 0.7 0.1
O 0.19415 0.70353 1.17893 1.7 -0.7 0.0
O -1.71716 0.46402 0.24167 -0.2 0.1 -0.1
C -0.95150 -0.65210 -0.27841 0.3 0.3 0.3
C 0.44802 -0.31360 0.25777 -2.1 -2.0 -1.1
C -1.05089 1.20080 1.07782 -0.9 0.3 -0.1
H -1.00624 -0.65343 -1.36994 0.0 0.0 0.2
H 0.91666 -1.28635 0.52471 0.4 1.3 0.7
H -1.35477 -1.57428 0.15029 0.1 0.2 -0.1